Computed, not measured: an isolated ion of composition C5H7NP and charge +1 at a distorted geometry, with wB97M-V/def2-TZVPD.

Last columns: bonded neighbours and bond lengths (Å).
CARTESIAN COORDINATES (ANGSTROEM)
1 P 3.483 0.311 0.114  N2 1.702, H10 1.461, H11 1.447
2 N 1.879 -0.233 -0.055  P1 1.702, C4 1.174
3 C -1.955 0.189 0.680  C5 1.338, C7 1.437, H12 1.094
4 C 0.880 -0.796 -0.311  N2 1.174, C6 1.342
5 C -1.300 1.095 1.415  C3 1.338, H8 1.166, H9 1.069
6 C -0.340 -1.298 -0.555  C4 1.342, C7 1.338, H14 1.189
7 C -1.558 -0.852 -0.228  C3 1.437, C6 1.338, H13 1.110
8 H -1.854 1.634 2.287  C5 1.166
9 H -0.312 1.465 1.245  C5 1.069
10 H 4.041 -0.927 -0.428  P1 1.461
11 H 3.691 -0.173 1.461  P1 1.447
12 H -2.982 0.015 1.014  C3 1.094
13 H -2.308 -1.508 -0.718  C7 1.110
14 H -0.290 -2.255 -1.258  C6 1.189

Properties
LUMO (alpha / beta) = -5.512 / -5.513 eV
SMILES = C=C/C=C\C#[N+]P
spin multiplicity = 1
E_tot = -590.4627 a.u.
ΔE to the lowest compared entry with this formula, charge and spin = 0.00 kJ/mol
net charge = +1